Record 1
Density functional theory data (ωB97M-V/def2-TZVPD) for a single C6H10O2 molecule.

Positions of all 18 atoms, in Å:
C 0.58296 -0.76662 1.50670
C 0.71938 -0.33812 0.23130
C 1.96553 0.34474 -0.24819
C -0.29712 -0.63149 -0.82363
O -0.91060 -1.88905 -0.71940
C -1.27193 0.55095 -0.17163
C -1.14629 1.86023 -0.35633
O -2.44055 0.01171 0.24662
H 1.33948 -0.55262 2.24203
H -0.29667 -1.27970 1.86249
H 1.72998 1.25301 -0.80004
H 2.50400 -0.31290 -0.93138
H 2.60964 0.61149 0.58617
H -0.01567 -0.36728 -1.84406
H -0.46803 -2.38666 -0.01853
H -1.96453 2.51826 -0.12562
H -0.22496 2.31195 -0.66951
H -2.41462 -0.93790 0.03304

Atomic forces in eV per Å
C 0.200 0.264 -1.184
C 1.710 -1.671 0.905
C -0.125 0.212 0.225
C -1.034 2.477 2.501
O -0.155 0.190 -0.217
C -1.175 -1.351 -3.213
C 0.275 -0.121 0.336
O 0.117 -0.051 0.451
H 0.147 0.061 0.062
H -0.191 -0.068 -0.004
H -0.010 0.087 -0.060
H 0.041 -0.041 -0.019
H 0.082 -0.004 -0.008
H -0.058 -0.233 0.205
H 0.079 0.085 -0.053
H -0.134 0.082 0.289
H 0.192 -0.026 -0.242
H 0.038 0.108 0.029

Output
energy above the lowest of the compared OMol25 structures with the same formula, charge and spin = 216.8 kJ/mol
HOMO-LUMO gap = 9.03 eV
structure (SMILES) = C=C(C)[C@@H](O)C(=C)O
molar mass = 114.14 g/mol
electronic energy = -385.0198 hartree

Here are the Löwdin charges for atoms 1 to 6, given in e: 0.06 -0.35 -0.04 -0.24 -0.01 -0.35

Record 2
Density functional theory data (ωB97M-V/def2-TZVPD) for a single C23H25N3O3S molecule.

Positions of all 55 atoms, in Å:
O 1.01492 0.59337 -0.71294
C 1.26318 -0.56285 -0.98699
N 2.25244 -0.92140 -1.84030
C 3.26988 0.02300 -2.23718
C 4.53849 -0.14290 -1.38136
C 4.15463 -0.09252 0.06933
C 4.07053 1.10931 0.76360
C 3.63315 1.09029 2.07562
C 3.30058 -0.12553 2.65303
C 3.42102 -1.26734 1.87899
N 3.83050 -1.25529 0.62221
C 0.41662 -1.72764 -0.48435
C -0.13521 -1.39875 0.90408
C -1.12419 -2.47118 1.36068
N -2.16706 -2.71311 0.39544
S -3.59990 -1.88665 0.56721
O -3.92450 -1.92019 1.96349
O -4.51532 -2.45983 -0.37655
C -3.29944 -0.18074 0.09898
C -3.47328 0.19291 -1.23883
C -3.18340 1.47246 -1.62289
C -2.70781 2.41657 -0.68634
C -2.38529 3.73846 -1.05664
C -1.93495 4.63385 -0.12733
C -1.78666 4.25131 1.21520
C -2.09053 2.97819 1.60802
C -2.55630 2.03094 0.67307
C -2.86839 0.70501 1.04115
C -1.70641 -3.00019 -0.93812
C -0.74365 -1.93470 -1.46785
H 2.51414 -1.89440 -1.88410
H 2.84337 1.01752 -2.08854
H 3.50599 -0.11916 -3.29529
H 4.99297 -1.11194 -1.59329
H 5.24523 0.64957 -1.62608
H 4.33414 2.03664 0.27900
H 3.54905 2.00795 2.63920
H 2.95407 -0.18487 3.67297
H 3.17853 -2.24499 2.27756
H 1.02331 -2.63776 -0.43440
H -0.61870 -0.42216 0.85629
H 0.68776 -1.33068 1.61801
H -0.59277 -3.41663 1.52544
H -1.62011 -2.18603 2.28857
H -3.85064 -0.54447 -1.93005
H -3.31116 1.77917 -2.65090
H -2.49956 4.02975 -2.09081
H -1.68890 5.64421 -0.41941
H -1.42867 4.97322 1.93437
H -1.97724 2.67505 2.63856
H -2.77689 0.38554 2.06826
H -1.20317 -3.97461 -0.91990
H -2.59509 -3.07899 -1.56495
H -1.26855 -0.98548 -1.58973
H -0.36077 -2.24131 -2.44322

Atomic forces in eV per Å
O -0.086 0.311 0.168
C -0.200 -0.587 -0.043
N 0.257 -0.127 -0.409
C 0.135 0.134 -0.097
C -0.271 0.100 -0.024
C 0.258 0.215 -0.084
C -0.016 -0.117 0.112
C 0.007 -0.050 -0.045
C 0.005 0.041 -0.040
C -0.092 0.032 0.361
N 0.136 -0.354 -0.243
C -0.151 0.463 0.104
C 0.049 -0.224 -0.073
C 0.365 0.345 0.495
N -1.046 0.373 0.169
S 0.057 -0.393 0.147
O 0.261 0.273 0.013
O 0.193 0.256 -0.240
C -0.122 -0.548 0.458
C -0.083 0.219 -0.374
C -0.039 -0.292 0.019
C 0.035 -0.071 0.314
C 0.060 0.192 0.039
C -0.067 -0.036 -0.289
C 0.004 -0.174 0.258
C 0.062 0.181 0.055
C -0.045 -0.003 -0.349
C -0.119 -0.087 0.050
C 0.023 0.089 -0.716
C 0.055 -0.260 0.118
H -0.137 0.040 0.152
H 0.074 -0.094 -0.116
H -0.014 0.109 0.062
H 0.069 0.047 0.036
H 0.059 -0.006 -0.050
H 0.019 0.094 -0.065
H -0.002 0.066 0.038
H -0.024 -0.027 0.088
H -0.042 -0.026 0.130
H 0.050 -0.021 -0.027
H 0.106 -0.055 0.027
H -0.048 0.054 0.036
H -0.096 0.014 0.032
H 0.227 -0.108 0.089
H -0.042 0.000 -0.165
H -0.029 0.005 -0.098
H -0.006 0.041 -0.095
H 0.010 0.064 -0.055
H 0.023 0.025 0.080
H 0.018 -0.011 0.115
H 0.035 0.014 0.155
H -0.084 0.022 0.004
H 0.178 -0.157 -0.126
H 0.060 -0.014 -0.054
H -0.031 0.024 -0.044

Output
energy above the lowest of the compared OMol25 structures with the same formula, charge and spin = 66.2 kJ/mol
HOMO-LUMO gap = 8.77 eV
structure (SMILES) = O=C(NCCc1ccccn1)C1CCN(S(=O)(=O)c2ccc3ccccc3c2)CC1
molar mass = 423.54 g/mol
electronic energy = -1679.6590 hartree

Here are the Löwdin charges for atoms 1 to 6, given in e: 0.08 -0.48 0.06 -0.17 -0.12 -0.31

Record 3
Density functional theory data (ωB97M-V/def2-TZVPD) for a molecular structure, C29H62N4O5P3Pt.

Positions of all 104 atoms, in Å:
Pt 0.13089 -0.07964 0.32338
C 3.40463 2.08947 2.38325
N 2.48201 2.07756 3.52743
C 2.47805 3.33508 4.25767
P 1.02384 1.37048 3.20311
O 1.16962 0.14532 2.42121
O 0.18418 2.60750 2.47308
P -0.89803 2.53830 1.25158
O -1.51809 1.20346 1.11656
N -0.03976 3.34064 -0.14515
C 0.88487 2.52685 -0.97691
C 0.51318 4.64303 0.17224
N -2.04279 3.69216 1.63192
C -3.42296 3.22428 1.77582
C -1.74121 4.68147 2.66225
N 0.23701 1.16004 4.65583
C -0.86283 2.04002 5.01904
C -0.06086 -0.24759 4.95886
H 4.39639 2.37912 2.73431
H 3.08355 2.78690 1.60135
H 3.46669 1.09698 1.94200
H 3.50322 3.61303 4.50383
H 1.93291 3.22329 5.19654
H 2.02215 4.15146 3.68115
H 0.34912 1.60583 -1.28268
H 1.78445 2.29038 -0.42114
H 1.18025 3.06077 -1.89167
H -0.26335 5.31440 0.54892
H 0.90493 5.08378 -0.74444
H 1.32652 4.60878 0.91701
H -3.73654 2.62927 0.92629
H -4.07721 4.09526 1.84157
H -3.55253 2.61262 2.67636
H -0.73726 5.08154 2.53987
H -1.82134 4.26378 3.67069
H -2.44266 5.51340 2.57319
H -0.56665 3.08280 4.92061
H -1.12612 1.87155 6.06478
H -1.75328 1.87177 4.39956
H 0.83048 -0.85675 4.83535
H -0.84039 -0.65083 4.30660
H -0.38290 -0.31905 5.99910
C -2.40046 0.09536 -5.10805
C -1.35500 0.59652 -4.09876
C 0.02979 0.46335 -4.74611
P -1.29868 -0.07776 -2.34133
C -2.71673 0.86363 -1.60157
C -2.28374 2.30492 -1.34267
C -4.05565 0.86147 -2.35778
C -1.44560 -1.91509 -2.37263
C -0.12461 -2.55596 -2.73630
C -2.58453 -2.56873 -3.17494
H -2.40396 0.75759 -5.98365
H -3.41560 0.05848 -4.72204
H -2.13627 -0.89225 -5.48788
H -1.52298 1.66905 -3.95512
H 0.26662 -0.57772 -4.96846
H 0.80787 0.86247 -4.09343
H 0.05994 1.01564 -5.69257
H -2.90526 0.38376 -0.63662
H -2.08796 2.85415 -2.26914
H -1.36868 2.41646 -0.71157
H -3.10205 2.81062 -0.82646
H -3.99095 1.43322 -3.28454
H -4.82366 1.34855 -1.74337
H -4.40454 -0.14940 -2.57245
H -1.64975 -2.13676 -1.31906
H 0.11993 -2.39578 -3.79025
H -0.17453 -3.63429 -2.56425
H 0.66825 -2.15343 -2.11935
H -2.38330 -2.56061 -4.24631
H -3.55274 -2.10583 -2.97812
H -2.65725 -3.62405 -2.88934
O 1.83427 0.48631 -0.50280
C -0.59311 -4.19123 2.30299
C -0.25165 -4.95420 1.01801
C -1.42913 -4.91996 0.04307
C 1.05606 -4.54451 0.36838
C 1.96902 -5.54372 0.08102
C 3.18126 -5.26457 -0.52989
C 3.45629 -3.94138 -0.84512
C 2.58710 -2.88207 -0.58753
C 3.12333 -1.51322 -1.04810
C 3.25866 -1.38581 -2.55347
C 4.43856 -1.15475 -0.38428
C 1.30504 -3.16776 0.04137
O 0.35427 -2.34652 0.34615
H -1.39025 -4.71421 2.84644
H -0.93873 -3.18214 2.08569
H 0.27659 -4.12318 2.95998
H -0.13166 -6.00290 1.31833
H -1.63800 -3.89818 -0.27517
H -2.33378 -5.32266 0.51240
H -1.21620 -5.52007 -0.84517
H 1.72481 -6.57164 0.33981
H 3.89170 -6.05166 -0.75492
H 4.40274 -3.71937 -1.32944
H 2.29644 -0.57451 -0.64543
H 4.01723 -2.08155 -2.93834
H 3.57055 -0.36886 -2.81290
H 2.33255 -1.58578 -3.08399
H 5.25756 -1.80545 -0.71657
H 4.36601 -1.23714 0.70275
H 4.71233 -0.12342 -0.62951

Atomic forces in eV per Å
Pt -0.943 -0.560 -0.675
C 0.043 -0.159 -0.083
N 0.091 0.288 -0.106
C -0.154 -0.007 0.172
P 0.041 0.318 -0.073
O 0.363 -0.002 0.867
O -0.035 -0.379 0.158
P 2.510 1.085 -1.536
O -1.138 0.381 0.807
N -0.052 -0.342 2.078
C -0.971 0.749 -0.034
C -0.165 0.107 0.412
N -0.085 0.016 0.581
C -0.028 -0.193 0.071
C 0.209 0.151 -0.073
N -0.293 0.080 -0.118
C 0.054 0.166 0.026
C 0.130 -0.098 0.034
H -0.037 0.035 0.063
H 0.029 0.035 0.008
H -0.121 0.021 -0.053
H 0.018 -0.025 -0.035
H -0.033 -0.028 -0.039
H 0.064 0.025 -0.011
H 0.638 0.869 0.092
H 0.055 0.019 -0.072
H -0.349 0.424 0.177
H 0.042 -0.030 -0.086
H 0.034 -0.052 -0.020
H 0.050 0.027 -0.102
H 0.074 -0.072 0.022
H 0.046 0.028 0.002
H -0.060 0.063 0.032
H 0.000 -0.057 0.069
H -0.081 0.043 -0.003
H -0.020 -0.023 -0.027
H 0.012 -0.016 -0.019
H 0.001 -0.064 -0.017
H -0.032 -0.008 0.040
H -0.005 0.003 -0.071
H -0.011 -0.007 0.015
H -0.004 0.067 -0.005
C 0.091 0.099 -0.189
C 0.047 -0.421 -0.297
C 0.012 0.230 0.033
P 1.184 0.911 -0.111
C -0.848 -0.618 -0.281
C 0.214 -0.424 0.142
C -0.027 0.096 0.289
C -1.528 -0.151 -0.137
C 0.127 0.084 -0.057
C 0.098 -0.152 0.174
H -0.022 0.024 0.042
H 0.040 -0.094 0.025
H -0.012 -0.032 0.096
H -0.052 -0.037 0.162
H 0.027 -0.010 0.038
H 0.024 -0.090 0.012
H -0.005 -0.030 -0.001
H 0.201 0.035 0.054
H -0.010 -0.018 -0.013
H -2.004 -0.507 -2.089
H -0.005 0.195 -0.189
H -0.005 -0.062 -0.027
H 0.014 -0.014 -0.013
H -0.006 0.048 -0.102
H 0.238 0.115 0.065
H -0.018 -0.010 -0.010
H 0.025 0.012 0.042
H 0.046 -0.002 0.005
H -0.068 0.122 0.002
H 0.006 -0.001 -0.106
H -0.025 0.017 0.046
O 1.533 -1.299 0.023
C -0.192 -0.012 0.080
C -0.067 0.029 0.172
C -0.107 0.021 -0.060
C 0.098 -0.214 -0.027
C -0.053 0.045 0.018
C 0.144 0.079 -0.094
C -0.124 -0.163 0.057
C -0.188 0.170 0.001
C -0.405 -0.864 0.398
C -0.031 0.256 -0.012
C -0.096 0.239 0.238
C 0.346 -0.187 0.126
O 0.439 0.038 -0.465
H 0.045 -0.037 -0.012
H 0.122 0.026 -0.042
H 0.011 0.022 -0.020
H 0.098 -0.009 -0.073
H 0.065 0.001 0.044
H 0.009 0.018 0.006
H 0.014 0.005 0.002
H -0.028 0.020 0.027
H 0.004 0.015 -0.003
H 0.001 0.017 0.004
H 0.805 -0.345 -0.472
H -0.002 0.012 0.034
H 0.026 -0.016 0.007
H -0.069 -0.027 -0.004
H -0.027 -0.007 -0.003
H -0.008 -0.018 -0.012
H -0.010 -0.006 -0.006

Output
energy above the lowest of the compared OMol25 structures with the same formula, charge and spin = 75.1 kJ/mol
HOMO-LUMO gap (spin up / spin down) = 5.15 / 4.80 eV
<S²> = 2.01
molar mass = 834.84 g/mol
multiplicity = 3
net charge = -1
electronic energy = -2880.7280 hartree

Here are the Löwdin charges for atoms 1 to 6, given in e: 0.80 -0.09 -0.29 -0.12 0.51 -0.30